No. 1
C2H8N3O3P | ωB97M-V/def2-TZVPD

Cartesian coordinates (Å):
P  3.24881  0.02714  0.50062
O  3.75685  0.82810  -0.66189
O  3.78859  0.33635  1.87684
O  3.04532  -1.41316  0.10270
N  0.42059  0.30786  -0.90043
N  0.96892  0.56421  0.45667
N  0.01534  0.33922  1.44613
C  0.19691  -1.09118  -1.04039
C  -0.96648  1.45273  1.68028
H  -0.47269  2.42790  1.66735
H  -0.54970  -0.47251  1.27598
H  -1.79971  1.54635  0.91668
H  1.23876  0.44803  -1.47679
H  0.89857  -1.58318  -0.28973
H  -0.76881  -1.45306  -0.63555
H  0.36017  -1.51755  -2.04943
H  -1.66585  1.32810  2.51117

Net charge: -2
DFT total energy: -812.2817 hartree
Relative energy (zero: lowest compared OMol25 entry of this formula, charge and spin): 16.9 kcal/mol


No. 2
C22H27F14O17PSi2 | ωB97M-V/def2-TZVPD

Cartesian coordinates (Å):
P  -5.69832  5.08869  3.34809
Si  -8.80484  2.34708  5.74568
Si  -6.83386  3.17578  3.71293
F  3.97597  -5.97264  -3.43170
F  -2.20172  0.80148  3.10352
F  -3.11013  3.11394  1.54932
F  0.67078  -1.00877  -1.06594
F  -2.17248  1.36705  0.69023
F  3.09359  -4.95237  -7.42674
F  -3.74725  -0.61610  -0.06283
F  -4.28461  2.65723  -0.62742
F  -5.82818  -0.15738  -0.36582
F  4.31888  2.64304  -0.43935
F  7.03185  0.91173  1.84702
F  -5.61285  1.93696  0.93943
F  -4.09213  -0.10662  2.45867
F  -4.35375  0.50595  -1.78699
O  7.17550  2.05036  3.79037
O  4.38237  -3.16829  -1.48640
O  -7.73464  3.42553  5.08528
O  6.86126  -7.27058  -7.71888
O  2.90023  2.89253  -4.63174
O  6.52893  -5.04319  -7.58523
O  5.65616  -1.92356  -2.87106
O  4.80350  -6.42192  -7.32752
O  5.17282  -4.07206  -3.35370
O  0.36821  -5.40247  -0.53791
O  5.14520  2.95537  3.87080
O  -5.57019  5.02634  1.69148
O  0.65785  -3.26993  -1.20980
O  2.95242  1.13689  -3.21563
O  -0.96837  -3.75023  0.22581
O  3.45101  3.16707  -2.45543
O  6.73402  3.66949  5.30492
C  5.36547  -4.21658  -7.54215
C  6.36143  1.23491  2.97669
C  -4.45705  1.68858  0.28131
C  3.32023  2.35234  -1.31481
C  6.14336  -6.34091  -7.56535
C  5.16304  2.12503  2.70793
C  -5.71638  1.67266  3.94154
C  5.11988  -2.94545  -2.59557
C  -4.18196  1.85981  3.81761
C  -7.13527  6.21300  3.57718
C  3.43922  0.95308  -1.88427
C  -3.47367  1.09279  2.70080
C  -0.91317  -2.32275  0.15512
C  4.65438  -5.15163  -2.59876
C  0.04351  -4.26346  -0.50052
C  -0.13599  -2.09820  -1.12743
C  3.75486  -4.45247  -1.59774
C  -4.60616  0.31572  -0.50288
C  3.08688  2.43920  -3.55373
C  6.38613  2.97275  4.41330
C  -3.28615  1.81053  1.31267
C  4.33760  -5.14919  -6.93007
H  -1.91226  -1.90468  0.14716
H  -8.06992  1.35982  6.56549
H  5.06913  -3.94923  -8.55790
H  -6.37721  4.73106  1.24186
H  -9.75375  3.08677  6.59433
H  -0.35180  -1.93707  1.00803
H  2.36867  2.57351  -0.82678
H  6.13573  0.31277  3.51624
H  5.48565  -5.70850  -2.16430
H  -0.75082  -2.01732  -2.02527
H  5.56380  -3.32451  -6.95590
H  2.83786  0.21045  -1.36798
H  4.48067  0.63765  -1.91569
H  -6.07850  0.89175  3.25856
H  -7.77020  2.91658  2.57789
H  -3.70693  1.46742  4.73112
H  2.75094  -4.33551  -2.00198
H  4.22098  1.59245  2.61933
H  3.71109  -4.93081  -0.62424
H  5.33865  2.73647  1.82243
H  -7.84985  6.13183  2.74301
H  -6.78056  7.24972  3.64750
H  -5.92260  1.28399  4.95301
H  -9.52436  1.64364  4.66178
H  -7.66024  5.95605  4.51084
H  4.28760  -5.11516  -5.84063
H  -3.87916  2.91475  3.74777

Net charge: 0
DFT total energy: -4452.2404 hartree